Density functional theory data (ωB97M-V with the def2-TZVPD basis set) for C2H2N2O4 in the gas phase in a non-equilibrium geometry.

XYZ file:
```
10
Properties=species:S:1:pos:R:3:forces:R:3
O -2.885 -0.615 0.017 -0.2 0.1 0.0
C -1.770 -0.242 -0.080 0.5 -0.5 0.3
N -1.250 1.037 -0.163 0.2 0.3 0.3
O 0.160 0.931 -0.158 0.6 -0.9 0.0
C 0.456 -0.449 -0.138 0.3 2.1 0.4
N 1.614 -0.939 -0.062 -1.1 -0.1 -0.1
O 2.526 0.103 0.000 1.0 0.0 0.1
O -0.680 -1.116 -0.129 -1.1 -0.9 -0.3
H -1.525 1.676 0.596 0.0 -0.4 -0.5
H 3.354 -0.386 0.117 -0.2 0.3 -0.1
```
Forces are in eV/Å.

Largest force on an atom = 0.0421 hartree/bohr
E_LUMO = 0.52 eV
Highest occupied orbital energy = -9.63 eV
Electronic energy = -13273.2223 eV
Molecular weight = 118.0 g/mol
Spin multiplicity = 1
HOMO-LUMO gap = 10.15 eV
ΔE to the lowest compared entry with this formula, charge and spin = 45.1 kcal/mol
Net charge = 0